# C7H42O14

A 15-piece molecular cluster, C7H42O14 overall in a non-equilibrium geometry (ωB97M-V with the def2-TZVPD basis set, the Open Molecules 2025 dataset).

Structure (ORCA input):
```
! wB97M-V def2-TZVPD RIJCOSX def2/J DEFGRID3
* xyz 0 1
H -1.155 -3.635 -1.396
H 0.087 0.506 3.920
H 1.591 -1.099 -3.462
O -3.039 -1.124 -1.662
H 1.107 -2.252 0.801
C 0.916 -1.420 0.125
O -1.440 2.973 2.375
H 0.056 -1.036 -3.491
C -2.476 2.052 -0.732
O 3.082 1.692 -2.646
H 2.630 -1.717 -1.110
H 3.973 1.351 -2.465
H 1.675 2.805 0.403
O 1.334 2.611 2.157
H 2.581 -2.164 4.174
C -1.801 1.060 0.179
H 1.492 1.836 2.744
H -3.487 -2.152 1.640
C 2.232 -0.912 -0.462
O 1.861 -2.221 3.529
H 2.963 0.372 1.099
H 4.253 -0.446 0.164
H -1.832 -0.348 -2.569
H 0.257 -1.788 -0.667
H 1.082 2.269 -3.201
O 1.085 0.532 3.978
H -0.286 1.584 -2.899
H 0.377 2.807 2.242
H -0.492 -0.871 1.606
H -2.436 0.691 0.977
O 0.234 2.412 -2.749
H -2.204 -2.327 0.837
H 1.078 -3.968 -1.579
H 1.103 2.834 -1.112
H -1.746 3.800 2.759
O 0.338 -3.919 -2.195
H -2.982 1.532 -1.552
O -2.746 -1.647 1.289
H -2.499 -4.352 -1.054
C 0.146 -0.336 0.903
H -3.056 -0.793 -0.755
H -1.572 3.038 1.422
H 0.073 0.966 -0.807
H 0.838 0.182 1.561
O -2.009 -3.536 -0.891
H -1.940 -0.091 3.008
H 2.044 -0.032 -1.081
O -1.216 0.061 -3.247
C -0.554 0.628 0.010
H -2.710 -2.040 -1.508
O -1.626 0.559 3.646
O 0.813 -1.652 -3.634
H -3.232 2.651 -0.210
H 2.806 2.144 -1.808
H 0.536 -3.142 -2.782
H 3.361 -1.339 1.347
H -1.769 2.727 -1.210
O 1.899 3.001 -0.547
H 1.230 0.816 4.887
H 1.539 -1.307 3.535
H -1.736 0.129 -4.067
H -1.651 1.454 3.255
C 3.265 -0.553 0.611
*
```

As for the energy relative to the best compared isomer or geometry (same formula, charge and spin): 0.0 kJ/mol. The molecular weight comes out at 350.40 g/mol.